Molecular formula: C3H5NO2
Method: DFT, ωB97M-V with the def2-TZVPD basis set

Orbital gap = 10.475 eV
LUMO level = 0.0310 hartree
Calculated total energy = -322.42893 Eh
Total charge = 0
Energy relative to the best compared isomer or geometry (same formula, charge and spin) = 3.957 eV

Geometry as XYZ:
```
11
Properties=species:S:1:pos:R:3:forces:R:3:mulliken_charge:R:1
C 0.2464 -0.7386 -1.7568 -0.02 0.02 -0.07 -0.982
C -0.0334 0.4109 -0.8286 -0.10 0.38 -0.31 0.680
O -0.3243 1.5293 -1.1336 0.16 -0.55 0.17 -0.456
O 0.0612 -0.0312 0.4815 -0.05 0.10 0.08 -0.187
C 0.0914 0.8922 1.4931 0.13 -0.41 0.08 -0.191
N -0.0156 0.3413 2.6884 -0.07 0.13 -0.26 -0.429
H 1.2822 -1.0705 -1.6313 -0.15 0.07 0.00 0.287
H -0.4021 -1.5833 -1.5052 0.10 0.13 -0.03 0.300
H 0.0760 -0.4234 -2.7864 0.03 -0.04 0.16 0.309
H -0.7342 1.3415 2.3291 -0.13 0.10 0.11 0.422
H -0.2476 -0.6682 2.6498 0.10 0.07 0.05 0.246
```
Positions in Å, forces in eV/Å.